Entry 1:
131
Properties=species:S:1:pos:R:3:forces:R:3 method="wB97M-V/def2-TZVPD" lumo_ev=-0.257 homo_ev=-10.498 smiles="CCOC(=O)C(F)(F)F.COP(=O)(OC)OC.COP(=O)(OC)OC.COP(=O)(OC)OC.COP(=O)(OC)OC.C[N+](=O)[O-].C[N+](=O)[O-].C[N+](=O)[O-].C[N+](=O)[O-].C[N+](=O)[O-].C[N+](=O)[O-].C[N+](=O)[O-]"
C 19.424530 6.780300 -12.802730 -0.781 1.106 0.122
C 18.602230 7.990840 -13.388640 0.331 -2.280 0.765
O 17.290950 8.068270 -12.719050 0.182 0.301 0.212
C 16.319660 7.276700 -13.144400 1.356 -1.797 -2.978
O 16.400070 6.580350 -14.149970 -0.323 0.845 1.794
C 14.991610 7.401650 -12.400000 -0.361 -2.689 -0.382
F 14.182400 8.000040 -13.216790 -1.168 1.702 -0.884
F 14.312000 6.198350 -12.145690 1.792 1.191 0.100
F 15.168640 8.043100 -11.296760 -0.400 0.816 1.615
H 19.586480 6.945110 -11.737510 0.540 0.230 -0.092
H 20.332940 6.764050 -13.404910 0.228 -0.195 0.418
H 18.947550 5.800440 -12.823650 -0.313 0.197 -0.641
H 18.537780 7.774460 -14.455000 -0.609 0.576 0.047
H 19.140280 8.910840 -13.160180 -0.474 0.007 -0.096
C 21.323020 14.678140 -16.582350 -1.285 -0.201 -0.092
O 20.347950 15.741450 -16.374340 -1.323 -0.236 1.255
P 19.102160 15.401420 -15.349550 0.952 -1.441 -0.766
O 19.523640 14.798710 -14.069380 -0.571 0.967 -0.651
O 18.244510 16.758970 -15.289570 1.349 -1.660 -0.779
C 17.848470 17.309600 -16.566830 -1.453 1.564 0.700
O 18.282900 14.311100 -16.268580 0.495 0.847 -0.150
C 17.030190 13.743280 -15.886140 -0.267 0.657 1.717
H 20.755630 13.789380 -16.858530 0.131 -0.108 -0.325
H 21.835350 14.399470 -15.661510 0.332 0.575 -0.115
H 21.923570 15.009610 -17.429450 0.240 -0.110 0.443
H 16.770700 17.162980 -16.637610 0.046 -0.593 -0.419
H 18.376590 17.049730 -17.484250 0.239 -0.430 0.535
H 17.881050 18.385320 -16.393970 0.526 0.076 -0.302
H 16.814820 12.749710 -16.279240 0.455 0.370 -0.700
H 16.229060 14.464540 -16.047580 -0.112 -0.193 -0.593
H 17.007830 13.604030 -14.805300 0.235 -0.094 0.241
C 4.123070 20.826080 -7.107880 1.834 -0.054 -0.676
O 2.905880 21.100810 -6.470490 -0.499 0.254 0.322
P 2.021520 19.991980 -5.816180 -0.051 -2.219 1.207
O 1.268400 20.414710 -4.605980 0.818 -0.482 -1.708
O 1.103300 19.335910 -7.017560 0.532 0.966 0.618
C 0.095920 20.218700 -7.616410 -0.296 -0.284 0.168
O 3.194120 18.777490 -5.532370 -1.618 3.705 -1.859
C 2.815530 17.687340 -4.811950 -1.033 -2.366 1.261
H 4.184920 19.821030 -7.525200 -0.312 0.155 -0.212
H 4.978930 20.907800 -6.437870 -0.279 -0.067 0.541
H 4.341670 21.589790 -7.854250 -0.568 -0.126 -0.218
H -0.260720 20.928790 -6.870310 0.257 0.243 -0.186
H -0.789950 19.675270 -7.945060 0.220 -0.712 0.468
H 0.425590 20.666100 -8.554100 0.658 0.302 0.410
H 2.641280 17.877360 -3.752880 0.307 0.294 0.121
H 3.553630 16.892960 -4.922660 0.308 0.229 0.079
H 1.886640 17.225860 -5.147040 -0.269 0.137 -0.360
C 8.863330 17.625430 -14.292650 1.838 -0.297 -0.030
O 8.497360 16.771810 -15.359750 -0.555 -1.145 -1.309
P 9.589310 15.891620 -16.190810 -1.981 0.718 0.047
O 10.540690 16.749950 -16.932330 -0.304 -1.544 0.846
O 10.118730 14.806060 -15.124120 -1.014 0.185 -0.331
C 9.089860 14.095120 -14.318710 1.161 -0.550 0.409
O 8.548050 14.998880 -17.095010 0.639 0.946 1.607
C 9.058000 14.499150 -18.311010 1.368 0.475 -0.700
H 9.136460 18.623000 -14.636670 -0.475 0.076 -0.177
H 9.809950 17.198340 -13.961580 0.039 0.291 0.975
H 8.127190 17.653320 -13.489260 -0.087 -0.185 -0.346
H 8.075820 13.978600 -14.701110 0.175 1.002 -0.401
H 9.153810 14.514900 -13.314820 -0.432 0.242 -0.193
H 9.402480 13.056880 -14.207260 0.543 0.083 -0.240
H 9.236700 15.359450 -18.956020 -0.813 -0.200 -0.677
H 8.445150 13.678820 -18.684620 -0.182 0.480 -0.034
H 10.088880 14.152590 -18.238310 0.058 -0.572 0.545
C 6.653680 8.145530 -17.858870 0.657 -1.437 2.064
O 5.833800 9.231850 -18.119720 -3.219 1.928 -0.134
P 4.253700 9.271810 -17.636940 -0.948 -3.214 0.415
O 3.906870 8.361680 -16.448220 1.148 2.986 -2.715
O 3.887700 10.863030 -17.614870 -0.161 -1.806 -0.723
C 2.593190 11.322110 -17.050070 1.471 0.170 1.238
O 3.435770 8.605950 -18.942270 0.924 2.323 2.500
C 3.073290 9.438060 -20.043030 -0.752 -1.802 -1.467
H 6.206490 7.428930 -17.169960 -0.589 -0.046 -0.066
H 7.448640 8.536840 -17.224030 0.667 -0.132 -0.671
H 6.961930 7.540920 -18.711820 0.102 0.721 -0.334
H 1.950740 11.965890 -17.650820 0.515 -0.491 -0.924
H 3.023060 11.977430 -16.292520 -0.778 -0.071 0.470
H 2.023390 10.503590 -16.610240 0.185 0.019 -0.066
H 2.706780 10.461870 -19.968260 0.834 0.174 0.933
H 2.185870 8.921710 -20.409050 -0.046 -0.046 -0.371
H 3.845660 9.271600 -20.793920 -0.008 0.736 -0.151
C 7.894950 9.353430 -5.812580 -1.160 0.018 -0.502
N 8.761150 9.087070 -6.979480 1.252 -0.097 -0.239
O 8.657080 9.729140 -8.001800 -0.660 0.389 0.158
O 9.584150 8.210390 -6.833240 0.105 -0.404 0.292
H 8.479020 9.439200 -4.896280 -0.026 0.035 -0.351
H 7.235370 8.486020 -5.786760 0.131 -0.069 0.346
H 7.260880 10.202340 -6.068300 0.357 0.137 0.303
C 4.346420 17.731630 -18.610230 -0.630 -0.251 0.566
N 4.981560 19.054640 -18.909150 -0.327 0.732 0.539
O 4.573530 20.022820 -18.272670 0.081 -0.981 -0.341
O 5.865190 19.115830 -19.729160 0.124 -0.394 -0.269
H 4.674480 17.408850 -17.622150 0.377 0.151 -0.123
H 4.542540 16.952180 -19.346500 0.297 0.528 -0.087
H 3.274690 17.889940 -18.490100 0.104 0.210 -0.286
C 10.938650 15.113420 -6.991420 -1.180 0.362 0.237
N 10.135690 16.140350 -7.736350 -0.930 1.265 -0.058
O 10.705760 16.890430 -8.499820 0.693 -0.499 -0.049
O 8.940240 16.252930 -7.504880 0.396 -0.766 0.288
H 11.631420 15.683270 -6.372200 0.461 -0.287 -0.564
H 11.308360 14.427230 -7.753360 0.439 0.168 0.427
H 10.226450 14.652790 -6.306800 0.117 -0.253 -0.292
C 11.800810 19.887290 -23.118560 -0.448 2.298 0.136
N 12.051090 18.526380 -23.559260 0.153 0.891 2.978
O 11.101060 17.991860 -24.023920 -1.092 -1.904 -1.843
O 13.083650 18.033340 -23.158620 0.460 -0.573 -0.906
H 12.157010 20.048920 -22.101160 0.522 -0.162 -0.381
H 10.736500 20.121240 -23.093540 0.006 -0.549 -0.261
H 12.224250 20.573100 -23.852350 0.386 -0.007 0.287
C 6.954470 26.617810 -14.501700 0.593 1.194 0.001
N 6.766780 26.106340 -13.109010 -1.884 -1.840 0.311
O 6.541170 26.944750 -12.223200 0.803 -1.938 -1.427
O 6.742690 24.843130 -13.003240 0.328 3.449 0.343
H 6.438800 27.570050 -14.625920 -0.105 -0.106 0.477
H 6.642040 25.978450 -15.327350 0.218 -0.553 0.730
H 8.017090 26.860240 -14.514950 0.046 -0.211 -0.431
C 1.718130 15.135800 -9.970180 0.931 -0.830 0.119
N 1.562140 16.217730 -10.997830 -1.376 1.576 -1.320
O 0.388340 16.538440 -11.313210 2.464 -0.899 0.891
O 2.561560 16.757530 -11.496720 -1.495 -1.338 1.269
H 2.642480 14.597930 -10.180860 0.027 0.256 -0.271
H 0.919360 14.394140 -9.973540 -0.285 0.626 -0.381
H 1.843630 15.509710 -8.954040 -0.265 0.629 -0.292
C 5.529210 16.114500 -24.430610 -0.937 1.190 0.334
N 4.341780 15.229800 -24.371270 1.279 1.178 -0.129
O 3.250760 15.712660 -24.258390 -1.098 0.194 0.131
O 4.631730 14.082150 -24.455920 -0.361 -2.593 -0.083
H 5.105050 17.106510 -24.275370 0.490 0.114 -0.129
H 5.934430 16.001200 -25.436120 0.349 -0.056 0.413
H 6.149180 15.828970 -23.580780 0.292 -0.019 -0.521

Entry 2:
5
Properties=species:S:1:pos:R:3:forces:R:3 method="wB97M-V/def2-TZVPD" charge=+1 lumo_ev="-7.719 / -8.607" de_lowest_kcal_mol=100.3 homo_ev="-15.121 / -15.602"
N -0.247699 -0.006113 -0.660721 1.367 1.035 1.544
P 1.054658 1.572131 1.154941 0.674 -1.356 -1.590
P 0.252497 -1.467626 -0.632550 1.663 1.032 0.826
H -0.237971 1.890586 1.357317 -1.673 0.562 0.408
H -0.821486 -1.988978 -1.218987 -2.031 -1.273 -1.188

Entry 3:
85
Properties=species:S:1:pos:R:3:forces:R:3 method="wB97M-V/def2-TZVPD" charge=+1 lumo_ev=-5.835 homo_ev=-8.154
C -0.270495 2.992973 1.226031 0.328 0.502 1.445
C -0.506330 3.562565 -0.275907 -2.342 0.387 0.731
C -1.018178 5.145772 -0.098573 0.962 0.355 1.124
N -2.499328 5.284041 0.130772 0.549 -0.337 -1.227
C -3.351106 4.826368 -1.022227 -1.850 1.429 -1.161
N -3.947832 3.417204 -0.821189 0.308 -0.318 0.813
C -2.670716 4.933588 -2.506294 1.631 2.677 -6.723
O -1.976312 3.935772 -3.121472 -3.206 2.991 4.025
O -2.847011 6.179285 -3.282756 0.548 -6.518 5.510
O 0.608035 3.593596 -1.193634 -1.482 -4.282 1.216
C 1.822748 2.921508 -0.767746 1.326 -6.146 -0.650
C 1.771093 1.260369 -0.834712 0.160 -4.037 -0.241
C 3.215677 0.431617 -0.839616 -3.284 -2.119 -0.327
C 3.254873 -1.223069 -0.949153 -3.287 1.358 -0.191
C 1.867995 -2.140293 -1.078799 -0.563 5.040 0.581
C 0.443270 -1.314039 -1.047586 3.260 1.859 0.127
C 0.412871 0.354285 -0.939147 3.647 -2.018 -0.479
H -0.301851 1.811568 1.328845 1.895 3.405 0.573
H 0.707851 3.433191 1.748556 -2.179 -1.180 -1.195
H -1.171999 3.379886 1.906486 1.795 -0.649 -1.629
H -1.361835 2.893216 -0.771234 2.008 2.893 0.231
H -0.571808 5.856999 -0.931736 -1.301 -1.678 1.150
H -0.492304 5.501709 0.913293 -1.139 -0.603 -2.011
H -2.755579 6.276620 0.397305 0.570 -1.719 -0.654
H -4.304513 5.545062 -1.041601 2.452 -1.381 -0.095
H -4.718948 3.250933 -1.519377 0.879 0.819 1.318
H -4.317754 3.323049 0.171820 0.161 0.479 -1.863
H 2.295725 3.320726 0.253160 -1.494 -2.415 -1.567
H 2.653945 3.205983 -1.580358 -2.363 -1.670 1.878
H 4.233035 1.031803 -0.785520 -2.353 -1.442 -0.067
H 4.284166 -1.826833 -0.973013 -2.492 1.705 0.127
H 1.886215 -3.308339 -1.187837 0.014 2.606 0.407
H -0.605072 -1.879529 -1.100264 2.669 1.146 0.154
H -0.649294 0.843414 -0.954260 5.725 -1.824 -3.156
K -1.733137 1.152733 0.233224 -5.788 -1.242 3.094
Cl 5.212678 6.533513 -1.948632 -0.005 -0.005 0.078
C 5.645188 5.624976 -3.418448 0.146 -0.244 -0.330
C 4.500029 4.756935 -3.914584 0.241 0.619 -0.477
Cl 4.162890 3.395872 -2.815705 0.699 -0.138 -0.478
H 6.537045 5.029530 -3.199346 -0.252 0.108 0.030
H 5.908675 6.364067 -4.180940 -0.156 -0.144 0.104
H 4.755761 4.323167 -4.885864 -0.009 0.018 0.224
H 3.577782 5.334469 -4.032217 0.185 -0.133 0.062
C 0.924911 -7.291062 2.064795 -0.390 -0.118 -0.341
C 0.128899 -6.238856 1.851369 0.488 -0.062 -0.168
C 0.003726 -5.632295 0.511358 0.105 0.237 0.711
O -0.723080 -4.667974 0.315526 -0.049 0.067 -0.370
C 0.790569 -6.234198 -0.583353 0.354 -0.359 -0.063
C 1.586582 -7.286404 -0.369928 -0.176 0.417 -0.508
C 1.711755 -7.892965 0.970083 0.213 -0.392 0.756
O 2.438560 -8.857285 1.165917 -0.336 0.492 -0.374
H 1.028740 -7.747517 3.041585 0.054 0.134 -0.110
H -0.455234 -5.786401 2.643766 0.611 0.211 -0.542
H 0.686741 -5.777742 -1.560143 -0.022 -0.003 -0.071
H 2.170715 -7.738858 -1.162324 0.011 -0.002 0.010
Br -7.517372 3.223392 0.955473 0.183 -0.043 -0.045
C -6.942452 4.962711 1.624897 -0.146 -0.013 0.238
C -7.593801 6.087705 0.854791 0.103 0.234 -0.078
Br -6.751403 6.331285 -0.887407 -0.230 0.001 0.046
H -5.850162 4.978566 1.575644 -0.272 0.104 -0.046
H -7.254785 4.981074 2.672846 0.026 0.018 -0.204
H -7.455251 7.040940 1.372956 -0.006 -0.224 -0.033
H -8.660542 5.929234 0.674064 0.293 -0.051 0.094
Li -4.061110 0.634850 -2.760183 0.074 0.520 -0.300
C 3.087602 -1.265573 -5.391133 -0.005 0.067 0.121
O 2.975621 -1.922259 -4.141908 -0.079 0.162 0.452
H 3.201754 -2.015280 -6.177575 -0.017 0.082 0.198
H 2.184515 -0.679314 -5.577915 0.052 0.092 -0.262
H 3.963728 -0.612602 -5.383256 -0.004 0.077 -0.272
H 2.875635 -1.232224 -3.464169 0.030 -0.464 -0.248
C 2.113873 -6.691805 5.505074 0.642 0.908 -0.670
O 1.231885 -7.333781 4.958253 -0.689 -0.492 0.278
N 2.474007 -6.886995 6.787258 -0.090 -0.763 1.703
N 2.812198 -5.726266 4.878958 0.094 -0.115 -0.074
H 3.200096 -6.361098 7.243365 -0.161 -0.137 -0.130
H 1.980587 -7.601525 7.304289 0.226 0.267 -0.140
H 2.581507 -5.538783 3.913022 -0.112 0.829 -0.844
H 3.540158 -5.193849 5.324298 -0.181 -0.133 -0.104
F 2.191587 -4.467229 2.371740 0.007 -0.120 -0.018
Cs 2.110826 5.226207 -0.791409 3.464 10.828 0.208
C -3.683570 -6.810409 3.475939 0.418 -0.191 0.232
Cl -4.608270 -6.417682 4.947341 0.106 -0.053 -0.310
Cl -4.192571 -8.403764 2.862219 0.085 0.408 0.123
Cl -3.989123 -5.570217 2.233700 0.041 -0.191 0.163
Cl -1.944199 -6.850010 3.860428 -1.329 -0.380 0.514

For the records above, the corresponding E values read -5369.04410 -738.15180 -10356.14681 Ha.